P:
H24O12 | wB97M-V/def2-TZVPD

SMILES: O.O.O.O.O.O.O.O.O.O.O.O
LUMO energy, eV: -0.35

Cartesian coordinates (Å):
1 O -0.07760 0.04508 -0.07847
2 H -0.24723 0.78092 0.55838
3 H -0.90314 -0.42043 -0.08679
4 O -2.99009 -3.18633 2.29973
5 H -2.68767 -2.34300 1.90018
6 H -2.38806 -3.75105 1.85675
7 O -1.30989 -0.96766 -4.55252
8 H -1.93501 -0.31384 -4.33912
9 H -0.87208 -0.38635 -5.25294
10 O -3.04209 2.10088 2.24761
11 H -2.58392 2.54678 2.97771
12 H -3.62589 2.78028 1.96959
13 O 2.57889 2.27370 0.29609
14 H 2.98233 3.03242 0.74684
15 H 2.20227 2.76505 -0.53362
16 O 2.08560 0.96009 2.19300
17 H 1.94757 1.86405 1.81293
18 H 1.27499 0.67814 2.58986
19 O 3.09371 -1.28168 3.78481
20 H 3.49450 -0.70530 4.33293
21 H 2.26864 -0.79595 3.66871
22 O 2.06134 0.04142 -0.04761
23 H 2.12812 -0.61668 0.70244
24 H 2.92730 0.29749 -0.33965
25 O 2.13032 -1.80414 -1.82028
26 H 2.44113 -1.57935 -0.97411
27 H 2.81576 -1.54935 -2.52201
28 O -0.94592 3.88223 -2.43576
29 H -1.01326 3.11378 -1.80836
30 H -0.11298 3.96404 -2.85080
31 O -0.51464 -3.56260 -1.50499
32 H -0.08001 -4.00563 -2.24249
33 H -0.31907 -2.58808 -1.64210
34 O -3.65648 -0.37888 -0.71026
35 H -4.15990 -0.01814 -0.01999
36 H -2.96752 -0.87190 -0.17571



Q:
H24O12 | wB97M-V/def2-TZVPD

SMILES: O.O.O.O.O.O.O.O.O.O.O.O
LUMO energy, eV: -0.36

Cartesian coordinates (Å):
1 O 2.03906 -0.01761 -1.55289
2 H 2.25106 -0.88161 -1.23089
3 H 2.74806 0.18539 -2.10889
4 O -2.23994 2.76639 -0.87689
5 H -2.84194 2.51639 -0.16289
6 H -1.56294 2.09339 -0.99989
7 O -0.04394 0.06139 0.92511
8 H 0.35606 0.70739 0.31811
9 H -0.02194 -0.82661 0.48611
10 O 2.41106 0.75539 2.18011
11 H 2.06706 1.43739 2.72911
12 H 1.66906 0.29039 1.88811
13 O -0.36794 -2.10261 -0.75589
14 H -0.36994 -2.76061 -0.08089
15 H -1.09794 -2.33661 -1.35689
16 O 0.55606 2.41739 -0.60189
17 H 0.12106 3.21839 -0.32689
18 H 1.41806 2.39239 -0.21189
19 O -0.64194 0.48039 -2.30489
20 H 0.22106 0.29939 -1.91289
21 H -1.30794 0.03339 -1.72989
22 O 2.62806 -2.11961 0.17211
23 H 3.32006 -2.74961 0.27511
24 H 2.36606 -1.99761 1.09011
25 O -3.00794 -2.39161 0.68911
26 H -2.53694 -1.80161 0.01711
27 H -2.19794 -2.87261 0.89511
28 O -2.87194 -0.14761 -0.99789
29 H -3.79494 -0.13261 -1.21689
30 H -2.75494 0.38939 -0.20489
31 O 3.20406 2.07439 -0.02789
32 H 3.15506 1.59039 0.82311
33 H 3.10406 1.34839 -0.63289
34 O -2.09994 -0.62061 2.66711
35 H -1.49294 -0.05061 2.13611
36 H -2.38094 -1.24761 2.00311



Relative to the most stable one, in hartree, the structures come out at P 0.1541; Q 0.0000.